Here is 6 unconnected molecules or ions with the total composition C14H32FN6O5 at a distorted geometry from the OMol25 dataset. Energies are from ωB97M-V/def2-TZVPD.

Computed properties:
Total charge: +1
HOMO: -11.61 eV

Element x y z (Å)
F  1.765  -2.673  0.556
C  2.544  -1.684  1.071
C  3.716  -1.279  0.238
N  3.714  -0.027  0.023
C  2.477  0.631  0.476
C  1.852  -0.355  1.475
H  3.020  -2.084  1.976
H  4.524  -1.910  -0.107
H  4.460  0.479  -0.440
H  1.825  0.589  -0.400
H  2.538  1.684  0.712
H  0.807  -0.420  1.197
H  2.008  -0.139  2.522
O  -0.124  2.373  1.575
C  -1.222  1.948  1.923
N  -1.395  1.318  3.108
C  -2.458  2.092  1.080
H  -2.292  0.979  3.409
H  -0.606  1.222  3.724
H  -2.293  1.606  0.119
H  -2.645  3.150  0.905
H  -3.333  1.659  1.555
O  2.871  -1.394  -4.404
C  2.392  -2.323  -3.794
N  2.613  -2.435  -2.439
C  1.542  -3.390  -4.430
H  2.244  -3.171  -1.867
H  3.181  -1.719  -2.031
H  2.122  -3.879  -5.210
H  0.667  -2.932  -4.885
H  1.212  -4.144  -3.715
O  -1.439  -4.000  -5.592
C  -1.984  -4.929  -5.028
N  -1.881  -5.112  -3.681
C  -2.817  -5.945  -5.770
H  -2.328  -5.869  -3.200
H  -1.350  -4.443  -3.154
H  -2.196  -6.426  -6.522
H  -3.632  -5.427  -6.273
H  -3.234  -6.708  -5.115
O  4.179  1.778  3.530
C  3.951  2.885  3.070
N  2.719  3.189  2.586
C  5.000  3.966  2.985
H  2.475  4.068  2.169
H  2.001  2.486  2.661
H  5.835  3.602  2.389
H  5.362  4.182  3.987
H  4.621  4.884  2.540
O  -5.430  2.107  2.231
C  -5.764  3.262  2.437
N  -6.173  4.072  1.430
C  -5.751  3.872  3.818
H  -6.459  5.021  1.576
H  -6.206  3.689  0.500
H  -4.739  3.822  4.216
H  -6.407  3.291  4.463
H  -6.080  4.909  3.823

***

Here is C5H12N2 in the gas phase at a distorted geometry from the OMol25 dataset. Energies are from ωB97M-V/def2-TZVPD.

Computed properties:
HOMO: -8.60 eV
Energy relative to the best compared isomer or geometry (same formula, charge and spin): 17.1 kcal per mole

Element x y z (Å)
C  -0.451  0.795  2.252
C  0.311  0.272  1.299
N  1.703  0.531  1.201
C  -0.159  -0.707  0.284
C  -0.061  -0.253  -1.175
C  -1.128  0.820  -1.475
N  -0.144  -1.415  -2.053
H  -0.046  1.422  3.035
H  -1.526  0.679  2.195
H  2.016  1.139  1.947
H  2.215  -0.344  1.221
H  0.426  -1.635  0.339
H  -1.165  -1.028  0.435
H  0.906  0.215  -1.322
H  -2.079  0.328  -1.715
H  -0.903  1.371  -2.361
H  -1.278  1.436  -0.591
H  -0.881  -2.039  -1.743
H  -0.427  -1.144  -2.988

***

Here is a molecular structure, C19H40N4O6Si4Sr at a distorted geometry from the OMol25 dataset. Energies are from ωB97M-V/def2-TZVPD.

Computed properties:
HOMO: -6.06 eV
Energy relative to the best compared isomer or geometry (same formula, charge and spin): 49.4 kcal per mole

Element x y z (Å)
Sr  0.659  -1.180  1.874
N  -1.107  -1.361  4.703
C  -1.302  -2.206  3.525
C  -0.094  -3.201  3.318
C  -0.172  -3.667  1.806
N  1.163  -3.820  1.216
H  -1.033  -1.972  5.511
H  -1.948  -0.810  4.843
H  -1.470  -1.513  2.682
H  -2.196  -2.840  3.511
H  -0.171  -4.045  4.000
H  0.896  -2.748  3.555
H  -0.667  -2.859  1.248
H  -0.872  -4.502  1.736
H  1.076  -3.994  0.220
H  1.566  -4.636  1.665
C  -0.593  0.989  -2.745
Si  -0.348  2.175  -1.275
C  -2.006  2.485  -0.402
C  0.028  3.827  -2.131
Si  1.362  1.471  0.174
Si  1.698  3.261  1.646
C  3.238  2.959  2.715
C  0.205  3.345  2.820
C  1.902  5.014  0.949
Si  3.237  1.022  -1.150
C  2.947  -0.528  -2.196
C  4.740  0.676  -0.044
C  3.769  2.385  -2.355
H  -1.624  1.021  -3.108
H  -0.323  -0.045  -2.536
H  0.053  1.328  -3.559
H  -2.833  2.411  -1.115
H  -2.011  3.502  -0.002
H  -2.197  1.794  0.418
H  -0.691  4.008  -2.936
H  1.029  3.833  -2.565
H  -0.033  4.664  -1.435
H  3.235  1.965  3.168
H  3.307  3.697  3.519
H  4.143  3.038  2.109
H  -0.075  2.356  3.194
H  -0.667  3.750  2.301
H  0.416  3.984  3.682
H  2.771  5.065  0.289
H  2.039  5.748  1.747
H  1.032  5.309  0.362
H  2.612  -1.374  -1.593
H  3.871  -0.811  -2.709
H  2.178  -0.349  -2.951
H  4.522  -0.085  0.711
H  5.045  1.579  0.487
H  5.590  0.327  -0.636
H  2.955  2.629  -3.041
H  4.636  2.091  -2.952
H  4.020  3.299  -1.812
O  0.115  -1.495  -0.654
C  -1.084  -1.272  -0.359
O  -1.374  -0.498  0.595
C  -2.192  -1.967  -1.096
C  -3.430  -2.085  -0.481
C  -4.423  -2.811  -1.113
C  -4.248  -3.376  -2.361
C  -3.005  -3.223  -2.949
C  -1.963  -2.555  -2.331
N  -2.786  -3.816  -4.278
O  -3.756  -4.264  -4.853
O  -1.641  -3.899  -4.668
N  -5.699  -3.019  -0.418
O  -6.646  -3.389  -1.078
O  -5.729  -2.777  0.774
H  -3.615  -1.605  0.468
H  -5.040  -3.919  -2.854
H  -0.992  -2.488  -2.800

***

Here is a molecular structure, C28H21IReS5Sb2 at a distorted geometry from the OMol25 dataset. Energies are from ωB97M-V/def2-TZVPD.

Computed properties:
Total charge: +3
HOMO (spin up / spin down): -16.51 / -16.51 eV
Energy relative to the best compared isomer or geometry (same formula, charge and spin): 22.1 kcal per mole

Element x y z (Å)
Re  1.608  2.016  -0.386
I  0.502  3.472  -2.617
C  1.169  1.960  -3.841
C  0.743  1.911  -5.150
C  1.240  0.908  -5.993
C  2.173  0.030  -5.510
C  2.659  0.135  -4.186
C  3.759  -0.648  -3.782
C  4.355  -0.465  -2.553
C  3.790  0.409  -1.640
C  2.610  1.146  -1.924
C  2.112  1.094  -3.288
H  0.038  2.638  -5.531
H  0.900  0.853  -7.018
H  2.573  -0.748  -6.149
H  4.169  -1.366  -4.483
H  5.253  -1.006  -2.289
H  4.275  0.517  -0.683
S  5.007  4.941  2.313
Sb  3.068  4.050  2.556
S  2.486  0.951  1.156
S  2.066  4.115  0.211
S  1.646  2.933  3.765
S  -0.503  1.258  -0.333
Sb  -1.319  -0.352  1.397
C  0.016  -0.622  2.926
C  1.119  -1.443  2.652
C  2.006  -1.736  3.682
C  1.779  -1.231  4.954
C  0.663  -0.439  5.221
C  -0.227  -0.122  4.207
C  -3.106  0.653  1.635
C  -3.527  1.173  2.858
C  -4.683  1.938  2.884
C  -5.381  2.188  1.710
C  -4.965  1.637  0.503
C  -3.820  0.857  0.454
C  -1.501  -2.023  0.184
C  -0.840  -2.125  -1.036
C  -1.038  -3.266  -1.801
C  -1.876  -4.277  -1.348
C  -2.523  -4.165  -0.124
C  -2.343  -3.032  0.655
H  1.264  -1.878  1.669
H  2.859  -2.376  3.495
H  2.466  -1.470  5.755
H  0.481  -0.080  6.225
H  -1.088  0.493  4.424
H  -2.992  0.985  3.777
H  -5.037  2.338  3.825
H  -6.263  2.814  1.736
H  -5.532  1.813  -0.400
H  -3.507  0.416  -0.486
H  -0.184  -1.341  -1.394
H  -0.540  -3.366  -2.757
H  -2.031  -5.159  -1.955
H  -3.172  -4.956  0.226
H  -2.856  -2.949  1.606

***

Here is 4 unconnected molecules or ions with the total composition C48H31BBrN2O9 from the OMol25 dataset. Energies are from ωB97M-V/def2-TZVPD.

Computed properties:
Total charge: +1
HOMO: -11.04 eV

Element x y z (Å)
O  -0.762  2.830  0.654
C  -0.119  2.976  1.630
Br  1.347  4.238  1.677
C  -0.431  2.329  2.969
C  0.741  2.146  3.885
C  0.919  2.928  5.012
C  2.069  2.734  5.759
N  2.934  1.804  5.372
N  2.793  0.999  4.336
C  1.712  1.151  3.593
B  1.572  0.150  2.338
O  1.826  0.650  1.109
O  1.232  -1.158  2.556
H  -1.163  2.999  3.432
H  -0.933  1.381  2.764
H  0.208  3.695  5.293
H  2.321  3.305  6.643
H  3.790  1.659  5.895
H  1.158  0.291  0.496
H  0.484  -1.259  3.156
C  -2.491  0.230  -4.344
C  -3.143  -0.760  -5.070
C  -3.102  -2.078  -4.644
C  -2.402  -2.413  -3.493
C  -1.736  -1.419  -2.770
C  -1.788  -0.097  -3.197
C  -0.954  -1.757  -1.554
O  -0.380  -0.893  -0.913
C  -0.883  -3.186  -1.144
C  -0.092  -3.528  -0.055
C  0.018  -4.853  0.332
C  -0.683  -5.837  -0.357
C  -1.476  -5.502  -1.442
C  -1.572  -4.177  -1.846
C  -2.382  -3.840  -3.053
O  -2.987  -4.693  -3.662
H  -2.528  1.259  -4.679
H  -3.684  -0.503  -5.970
H  -3.608  -2.858  -5.196
H  -1.272  0.663  -2.627
H  0.445  -2.747  0.466
H  0.651  -5.121  1.167
H  -0.600  -6.872  -0.052
H  -2.013  -6.260  -1.995
C  -3.774  10.608  3.801
C  -2.737  9.969  4.471
C  -2.432  8.650  4.183
C  -3.169  7.960  3.228
C  -4.221  8.599  2.563
C  -4.514  9.925  2.850
C  -5.054  7.882  1.554
O  -5.959  8.436  0.972
C  -4.733  6.448  1.289
C  -5.510  5.727  0.391
C  -5.213  4.398  0.130
C  -4.133  3.784  0.757
C  -3.365  4.504  1.655
C  -3.662  5.828  1.929
C  -2.818  6.548  2.924
O  -1.881  5.989  3.466
H  -4.006  11.641  4.023
H  -2.165  10.504  5.217
H  -1.625  8.142  4.693
H  -5.326  10.408  2.324
H  -6.342  6.217  -0.094
H  -5.821  3.839  -0.569
H  -3.892  2.752  0.539
H  -2.516  4.061  2.151
C  7.688  -6.773  -0.774
C  7.854  -7.610  -1.871
C  6.936  -7.590  -2.907
C  5.841  -6.737  -2.846
C  5.667  -5.904  -1.738
C  6.598  -5.922  -0.706
C  4.488  -5.000  -1.632
O  4.334  -4.273  -0.672
C  3.494  -5.027  -2.743
C  2.364  -4.225  -2.652
C  1.428  -4.234  -3.670
C  1.614  -5.036  -4.791
C  2.741  -5.834  -4.889
C  3.681  -5.837  -3.864
C  4.874  -6.726  -3.982
O  5.047  -7.416  -4.962
H  8.412  -6.786  0.031
H  8.704  -8.278  -1.919
H  7.054  -8.231  -3.769
H  6.454  -5.267  0.141
H  2.229  -3.605  -1.776
H  0.548  -3.611  -3.590
H  0.877  -5.040  -5.583
H  2.904  -6.466  -5.751

***

Here is C6H11OP in the gas phase at a distorted geometry from the OMol25 dataset. Energies are from ωB97M-V/def2-TZVPD.

Computed properties:
HOMO (spin up / spin down): -8.81 / -7.38 eV
Energy relative to the best compared isomer or geometry (same formula, charge and spin): 120.4 kcal per mole

Element x y z (Å)
C  -1.554  0.583  -1.402
C  -0.543  1.342  -1.052
C  0.482  0.771  -0.115
C  1.114  -0.610  -0.466
C  -0.410  2.710  -1.595
C  -0.100  -2.823  2.414
O  0.472  -2.071  1.441
P  0.129  -2.205  -0.175
H  -2.418  0.780  -2.030
H  1.244  1.608  -0.047
H  0.110  0.795  0.919
H  1.415  -0.838  -1.485
H  1.915  -0.671  0.212
H  -1.298  3.137  -2.079
H  0.410  2.924  -2.138
H  -0.327  3.514  -0.755
H  -1.160  -2.854  2.451
H  0.157  -2.320  3.401
H  0.361  -3.772  2.502

***

Here is a molecular structure, C42H58As3I2N4O2SbW from the OMol25 dataset. Energies are from ωB97M-V/def2-TZVPD.

Computed properties:
<S²>: 2.03
Total charge: +2
HOMO (spin up / spin down): -12.13 / -12.60 eV
Energy relative to the best compared isomer or geometry (same formula, charge and spin): 2.0 kcal per mole
Spin multiplicity: 3

Element x y z (Å)
W  -0.009  -0.221  -0.457
C  2.974  -5.096  -1.621
C  1.855  -5.269  -0.636
C  1.396  -6.542  -0.289
C  0.364  -6.669  0.619
C  -0.181  -5.517  1.177
C  0.347  -4.297  0.789
N  1.324  -4.164  -0.108
Sb  -0.374  -2.497  1.703
C  1.047  -2.322  3.280
C  1.569  -3.434  3.920
C  2.452  -3.222  4.969
C  2.778  -1.922  5.312
C  2.194  -0.860  4.623
C  2.498  0.565  4.984
N  1.324  -1.065  3.630
C  -1.811  -1.358  -0.774
C  -3.072  -1.922  -0.786
C  -3.216  -3.093  -1.528
C  -2.149  -3.637  -2.230
C  -0.906  -3.012  -2.199
C  0.272  -3.473  -2.988
N  -0.821  -1.901  -1.463
H  2.708  -5.503  -2.599
H  3.863  -5.632  -1.285
H  3.225  -4.043  -1.724
H  1.851  -7.416  -0.737
H  -0.014  -7.645  0.892
H  -0.990  -5.577  1.895
H  1.313  -4.436  3.599
H  2.888  -4.057  5.501
H  3.474  -1.720  6.115
H  1.736  0.960  5.660
H  2.511  1.187  4.089
H  3.460  0.650  5.485
H  -3.911  -1.513  -0.247
H  -4.178  -3.590  -1.558
H  -2.275  -4.543  -2.806
H  0.346  -4.560  -2.961
H  1.185  -3.043  -2.590
H  0.154  -3.175  -4.032
I  4.318  -2.597  1.381
C  3.798  -0.597  1.392
C  4.724  0.346  1.888
C  4.478  1.691  1.860
I  5.898  2.998  2.636
C  3.268  2.169  1.288
C  2.937  3.524  1.090
C  1.770  3.855  0.452
C  0.910  2.838  0.032
N  1.163  1.558  0.227
C  2.338  1.211  0.831
C  2.587  -0.178  0.894
O  1.636  -0.983  0.421
H  5.658  -0.020  2.294
H  3.622  4.293  1.424
H  1.501  4.885  0.267
H  -0.013  3.082  -0.469
C  -0.344  1.859  2.932
As  -1.411  0.934  1.603
C  -2.485  -0.078  2.871
C  -2.551  2.438  1.040
C  -3.796  2.219  0.166
C  -4.651  1.107  0.784
C  -3.502  1.846  -1.314
As  -1.721  1.303  -1.925
C  -1.046  2.917  -2.774
C  -2.181  0.285  -3.508
C  -4.670  3.495  0.229
As  -4.257  5.374  -0.291
C  -2.348  5.629  0.124
C  -4.098  5.250  -2.245
H  0.305  2.620  2.508
H  0.257  1.103  3.438
H  -1.032  2.326  3.637
H  -3.144  0.621  3.386
H  -1.797  -0.513  3.596
H  -3.072  -0.864  2.406
H  -1.874  3.160  0.581
H  -2.865  2.885  1.988
H  -4.907  1.338  1.820
H  -4.126  0.154  0.772
H  -5.583  0.989  0.230
H  -3.752  2.680  -1.970
H  -4.151  1.020  -1.614
H  -1.649  3.106  -3.660
H  -0.005  2.790  -3.067
H  -1.136  3.771  -2.106
H  -2.795  0.901  -4.164
H  -2.734  -0.610  -3.228
H  -1.265  -0.001  -4.022
H  -5.005  3.605  1.265
H  -5.586  3.301  -0.340
H  -2.170  5.482  1.189
H  -2.118  6.668  -0.111
H  -1.675  4.995  -0.455
H  -5.015  4.825  -2.654
H  -3.241  4.679  -2.594
H  -4.008  6.267  -2.625
C  1.795  0.075  -4.246
C  2.214  0.281  -2.797
C  3.275  -0.733  -2.382
C  2.736  1.698  -2.603
O  1.023  0.036  -2.014
H  2.637  0.258  -4.913
H  0.996  0.769  -4.515
H  1.447  -0.948  -4.404
H  4.081  -0.747  -3.117
H  2.847  -1.731  -2.318
H  3.707  -0.486  -1.411
H  3.618  1.835  -3.229
H  3.039  1.882  -1.575
H  2.000  2.445  -2.905

***

Here is C7H11NO in the gas phase at a distorted geometry from the OMol25 dataset. Energies are from ωB97M-V/def2-TZVPD.

Computed properties:
HOMO: -9.71 eV
Energy relative to the best compared isomer or geometry (same formula, charge and spin): 32.2 kcal per mole

Element x y z (Å)
H  3.334  0.440  0.903
N  2.483  0.768  0.433
C  1.427  0.335  1.050
C  1.525  -0.501  2.297
C  0.021  0.694  0.603
O  -0.814  0.885  1.483
C  -0.367  0.667  -0.844
C  0.456  1.077  -1.822
C  -1.782  0.227  -1.129
C  -1.955  -1.275  -0.950
H  1.347  0.135  3.169
H  0.777  -1.298  2.272
H  2.516  -0.953  2.383
H  1.457  1.451  -1.632
H  0.139  1.077  -2.860
H  -2.064  0.491  -2.156
H  -2.484  0.762  -0.479
H  -2.982  -1.568  -1.191
H  -1.282  -1.832  -1.610
H  -1.752  -1.583  0.081